[1]
Here is the ion C5H7N3 with charge +2 in a non-equilibrium geometry from the OMol25 dataset. Energies are from ωB97M-V/def2-TZVPD.

Output
Net charge: +2
Lowest unoccupied orbital energy (spin up / spin down): -13.6 / -13.1 eV
Kohn-Sham gap (spin up / spin down): 5.17 / 5.99 eV

Atoms and positions in Å:
H1 0.103 -0.804 1.957
N1 -1.368 -0.309 -0.837
C1 1.834 -0.169 -0.738
H2 -4.268 0.340 0.211
H3 2.849 0.065 -0.707
H4 0.231 0.933 2.004
C2 1.066 0.146 0.282
C3 -1.213 -0.136 0.513
C4 -2.649 -0.067 -1.052
H5 1.803 -1.204 -0.870
N2 -2.342 0.222 1.091
H6 -3.065 -0.349 -2.008
C5 0.102 0.106 1.264
H7 1.377 0.515 -1.657
N3 -3.222 0.275 0.107

Forces on the atoms, in the same order (eV/Å):
0.864 0.160 -0.449
1.709 -0.050 0.557
-1.566 3.180 -2.444
1.506 0.178 0.579
2.539 0.991 0.254
-0.544 0.270 -0.166
-1.498 -1.190 2.457
-2.270 1.607 -1.549
1.601 -1.204 -0.359
-0.526 -2.608 -0.684
-0.482 0.724 1.489
-0.644 0.637 0.097
0.208 -0.600 -0.957
0.617 -1.411 1.393
-1.515 -0.683 -0.218


[2]
Here is a structure of composition C21H36NO10Ti in a non-equilibrium geometry from the OMol25 dataset. Energies are from ωB97M-V/def2-TZVPD.

Output
Multiplicity: 4
Lowest unoccupied orbital energy (spin up / spin down): 0.4 / 0.4 eV
Kohn-Sham gap (spin up / spin down): 4.00 / 6.35 eV

Atoms and positions in Å:
H1 2.958 -5.305 2.831
H2 1.498 3.501 3.373
H3 -2.881 0.761 -3.460
N1 -0.045 2.372 0.049
H4 -3.214 -1.195 -4.801
O1 -4.576 0.927 -1.167
H5 1.318 0.146 -0.142
H6 2.819 -4.413 -2.649
C1 2.143 3.442 -0.696
H7 1.377 -4.018 4.090
C2 2.872 -2.514 3.408
H8 1.758 0.971 -1.616
H9 -4.705 -0.245 -4.998
C3 1.903 2.337 1.541
H10 0.478 -3.692 -2.830
O2 0.534 -2.579 -1.055
Ti1 -1.058 0.230 0.405
C4 -4.079 -0.791 -4.287
H11 1.730 4.451 1.951
C5 1.419 2.310 0.060
H12 1.433 -5.365 2.030
H13 1.495 1.417 1.966
H14 3.767 -2.560 2.787
H15 1.690 3.573 -1.683
C6 -0.702 3.525 0.667
C7 -0.433 -2.999 -0.227
H16 2.751 -2.638 -2.612
O3 0.211 -0.639 2.374
O4 -0.359 -4.340 -0.061
O5 -3.304 -0.670 -2.006
H17 -2.468 2.282 0.972
H18 0.478 5.376 0.408
H19 -1.214 5.592 0.199
O6 -0.615 2.024 -1.192
C8 0.972 -1.500 2.687
H20 -0.730 2.773 2.688
C9 0.976 -3.683 -1.860
H21 2.163 4.389 -0.163
H22 -5.841 0.582 -2.754
C10 1.805 -3.578 3.187
H23 0.118 -5.605 -1.609
C11 0.595 -4.864 -0.961
H24 -4.742 -1.567 -3.895
H25 -2.718 3.540 -0.248
H26 2.938 -3.551 -1.088
C12 2.253 -4.688 2.266
H27 -0.272 4.760 -1.070
H28 2.992 2.370 1.572
H29 -0.506 4.522 2.599
C13 -0.228 3.570 2.133
H30 2.956 0.865 -0.291
C14 2.483 -3.545 -2.079
H31 1.457 -5.329 -0.486
O7 0.739 -2.816 2.582
O8 -3.403 -0.344 0.238
O9 2.194 -1.274 3.213
C15 -4.835 0.961 -2.568
C16 1.901 0.990 -0.534
H32 -2.620 3.928 1.498
C17 -2.216 3.311 0.689
C18 -3.697 0.113 -3.130
H33 -4.749 1.992 -2.905
O10 -1.242 -2.310 0.301
C19 1.292 3.509 2.299
C20 -0.408 4.880 0.005
H34 3.178 3.153 -0.898
H35 2.720 -4.257 1.382
C21 -3.713 -0.058 -0.878
H36 3.206 -2.515 4.450

Forces on the atoms, in the same order (eV/Å):
0.273 0.142 -0.231
0.212 -0.300 -0.028
0.210 -0.034 0.478
-0.638 -1.398 0.370
-0.013 -0.169 0.056
-0.208 0.102 0.285
0.161 -0.122 0.118
0.171 0.034 0.025
0.003 -0.231 -0.632
0.255 0.275 0.193
0.148 0.335 1.502
0.039 0.043 0.026
0.276 0.173 -0.097
-1.156 0.116 -0.245
-0.396 0.132 0.182
-0.324 0.310 -0.495
0.541 0.794 -0.706
-0.780 0.165 0.398
-0.035 -0.021 -0.085
1.128 0.718 0.481
-0.107 0.247 -0.247
0.426 -0.108 0.270
-0.275 -0.146 -0.364
-0.132 0.133 0.113
0.197 0.522 0.626
0.275 -0.227 -0.058
-0.097 0.061 -0.001
-0.199 0.079 -0.224
-0.132 -0.046 0.125
0.295 -0.087 0.409
0.095 -0.069 -0.081
0.052 -0.219 -0.055
-0.182 -0.174 -0.130
-0.082 -0.538 0.388
0.235 -0.034 0.217
0.153 -0.133 0.008
1.336 0.332 0.493
-0.056 -0.050 -0.070
0.062 -0.146 -0.064
-0.299 -0.176 -0.747
-0.075 -0.219 0.413
-0.157 -0.498 -1.608
0.286 -0.258 -0.102
0.129 0.032 -0.086
0.292 0.056 -0.123
-0.078 -0.196 0.554
-0.172 0.038 -0.002
0.065 -0.208 0.026
-0.467 -0.058 -0.156
0.296 0.365 0.053
0.040 -0.134 0.024
-0.658 -0.387 0.295
-0.090 0.206 0.406
-0.108 -0.189 -0.228
0.330 -0.265 0.382
-0.092 0.047 -0.283
0.377 0.202 -0.002
-0.560 0.111 -0.284
-0.107 0.195 -0.190
-0.019 -0.179 0.342
-0.292 0.034 -1.044
-0.162 0.003 0.029
-0.134 0.526 0.328
-0.099 0.071 -0.082
0.084 0.343 -0.134
0.034 -0.052 0.190
-0.004 -0.244 -0.124
-0.179 0.437 -0.650
0.085 -0.066 -0.141


[3]
Here is a cluster of 3 separate species, C10H26FNO7PS2 in total from the OMol25 dataset. Energies are from ωB97M-V/def2-TZVPD.

Output
Net charge: -1
Lowest unoccupied orbital energy: 2.2 eV
Kohn-Sham gap: 5.58 eV

Atoms and positions in Å:
H1 1.847 -0.752 -2.364
H2 3.783 2.704 -1.646
C1 -1.169 -0.111 5.370
H3 4.845 4.777 -0.687
H4 -0.176 1.969 -2.657
H5 -1.241 -2.025 6.394
H6 -0.620 -0.477 4.504
H7 -1.743 -2.588 -1.512
H8 -2.541 -1.936 -0.084
H9 -0.457 0.345 6.060
H10 -4.015 -3.995 2.806
O1 1.847 3.411 -1.486
H11 1.675 -0.170 -4.001
C2 1.333 -0.938 -3.301
C3 -1.914 -1.226 6.076
H12 -2.422 -0.848 6.961
S1 1.553 3.525 -3.048
C4 3.844 4.810 -1.121
H13 3.240 5.529 -0.567
H14 0.784 -1.958 0.291
O2 1.649 4.907 -3.437
O3 0.893 -1.120 -0.160
O4 -2.973 -1.795 5.273
C5 -0.116 3.012 -3.008
H15 -4.512 -3.945 4.524
H16 -1.047 -2.830 0.124
H17 -0.633 -1.794 -3.067
H18 -0.660 3.676 -2.341
P1 -0.678 -0.472 -0.538
C6 3.216 3.430 -1.060
H19 3.183 3.071 -0.033
H20 -0.490 3.108 -4.026
O5 2.376 2.571 -3.731
C7 -0.198 -0.784 -3.126
H21 -1.862 0.652 5.019
C8 -4.136 -3.366 3.685
O6 -2.059 -1.965 2.989
H22 -4.784 -2.524 3.459
H23 2.678 -2.648 -3.442
C9 1.767 -2.262 -3.900
H24 3.925 5.166 -2.147
H25 0.988 -3.020 -3.804
F1 2.028 -2.153 -5.280
C10 -1.568 -2.134 -0.536
O7 -1.727 -3.805 4.615
S2 -2.535 -2.752 4.076
N1 -0.599 0.098 -2.048
H26 -0.576 -0.365 -4.069

Forces on the atoms, in the same order (eV/Å):
-0.123 -0.132 0.184
-0.054 0.017 -0.065
-0.035 -0.062 -0.143
-0.015 -0.035 0.042
-0.078 -0.215 0.156
-0.030 -0.053 -0.081
0.008 -0.014 0.003
0.183 -0.055 -0.076
-0.049 -0.040 0.021
-0.036 -0.004 0.050
0.028 0.005 -0.014
-0.066 0.196 0.033
0.136 0.086 0.130
0.019 0.108 -0.524
0.281 0.168 0.193
-0.100 -0.040 -0.032
-0.292 -0.100 0.244
-0.090 0.051 -0.108
0.015 -0.005 0.040
0.071 -0.169 0.140
0.059 0.074 -0.074
-0.012 -0.031 -0.196
-0.099 -0.012 -0.022
0.060 0.066 -0.108
0.006 0.005 0.011
-0.078 -0.196 -0.028
-0.033 -0.081 0.130
0.026 0.041 0.010
-0.059 0.813 0.273
0.294 -0.120 0.101
-0.094 -0.030 0.001
0.036 0.013 -0.029
0.153 0.022 -0.183
0.061 0.384 -0.064
-0.003 0.027 0.034
-0.047 -0.039 0.022
0.141 -0.049 -0.100
0.013 0.017 -0.017
0.125 0.035 -0.044
-0.107 -0.021 0.251
-0.001 -0.021 -0.022
-0.034 -0.042 0.033
0.007 0.002 -0.125
-0.140 0.075 0.081
0.093 -0.058 -0.007
-0.200 0.078 0.098
0.169 -0.577 -0.142
-0.108 -0.088 -0.074